Molecular formula: C33H47N5
Method: DFT, ωB97M-V with the def2-TZVPD basis set

CARTESIAN COORDINATES (ANGSTROEM)
1 C -6.749 6.957 1.696
2 C -6.127 5.650 2.183
3 C -4.657 5.794 2.557
4 C -4.006 4.522 3.150
5 N -3.247 3.740 2.158
6 C -3.785 2.835 1.239
7 C -2.773 2.382 0.482
8 N -1.610 3.031 0.905
9 C -0.245 2.756 0.423
10 C 0.373 1.579 1.205
11 C 0.629 1.988 2.644
12 C 1.918 1.294 3.031
13 C 2.714 1.099 1.755
14 N 1.698 1.126 0.635
15 C 1.618 0.039 -0.803
16 C 2.829 -0.888 -1.094
17 C 2.841 -2.074 -1.896
18 C 4.032 -2.808 -2.130
19 C 5.232 -2.456 -1.459
20 N 6.397 -3.181 -1.548
21 C 7.391 -3.189 -0.489
22 C 8.429 -4.258 -0.889
23 C 8.163 -4.556 -2.377
24 C 6.762 -3.995 -2.694
25 C 5.206 -1.279 -0.677
26 C 4.071 -0.478 -0.621
27 C 0.335 -0.762 -0.992
28 C -0.676 -0.275 -1.832
29 C -1.877 -0.958 -2.031
30 C -2.137 -2.188 -1.349
31 N -3.347 -2.844 -1.443
32 C -3.791 -3.877 -0.518
33 C -5.245 -4.201 -0.928
34 C -5.431 -3.596 -2.327
35 C -4.275 -2.591 -2.516
36 C -1.101 -2.692 -0.526
37 C 0.135 -2.041 -0.433
38 C -1.934 3.846 1.921
39 H -7.827 6.831 1.569
40 H -6.594 7.762 2.421
41 H -6.333 7.279 0.736
42 H -6.694 5.299 3.054
43 H -6.216 4.868 1.419
44 H -4.078 6.109 1.676
45 H -4.551 6.597 3.304
46 H -3.307 4.824 3.936
47 H -4.773 3.869 3.588
48 H -4.834 2.584 1.240
49 H -2.752 1.652 -0.315
50 H -0.292 2.481 -0.645
51 H 0.387 3.669 0.553
52 H -0.285 0.692 1.171
53 H 0.707 3.084 2.756
54 H -0.185 1.701 3.313
55 H 2.492 1.861 3.770
56 H 1.702 0.335 3.509
57 H 3.397 1.965 1.664
58 H 3.281 0.166 1.747
59 H 2.026 1.845 -0.032
60 H 1.590 0.849 -1.574
61 H 1.954 -2.507 -2.346
62 H 4.036 -3.677 -2.799
63 H 7.883 -2.207 -0.378
64 H 6.952 -3.423 0.495
65 H 9.450 -3.890 -0.727
66 H 8.288 -5.162 -0.281
67 H 8.904 -4.035 -2.991
68 H 8.210 -5.629 -2.600
69 H 6.034 -4.806 -2.846
70 H 6.764 -3.400 -3.625
71 H 6.102 -0.970 -0.154
72 H 4.133 0.474 -0.111
73 H -0.554 0.705 -2.289
74 H -2.661 -0.501 -2.650
75 H -3.739 -3.578 0.543
76 H -3.165 -4.785 -0.601
77 H -5.948 -3.732 -0.229
78 H -5.428 -5.281 -0.930
79 H -5.356 -4.386 -3.085
80 H -6.403 -3.102 -2.434
81 H -3.812 -2.720 -3.507
82 H -4.654 -1.558 -2.479
83 H -1.292 -3.579 0.071
84 H 0.917 -2.478 0.190
85 H -1.239 4.454 2.490

Computed properties:
DFT total energy = -1558.88130 a.u.
Net charge = +2
Orbital gap = 6.515 eV
F_max = 3.35 eV Å⁻¹

Want to see where the charge sits? The Mulliken charges in e are: number 1, C, carries -1.3319; number 2, C, carries -0.2695; number 3, C, carries -0.4762; number 4, C, carries -0.8661; number 5, N, carries 0.1219; number 6, C, carries -0.5873; number 7, C, carries -0.3942; number 8, N, carries 0.4055; number 9, C, carries -1.6039; number 10, C, carries 0.7050; number 11, C, carries -0.6268; number 12, C, carries -1.1746; number 13, C, carries -0.5605; number 14, N, carries -0.0873; number 15, C, carries 0.2617; number 16, C, carries -0.0539; number 17, C, carries -0.4643; number 18, C, carries -1.2120; number 19, C, carries 1.0818; number 20, N, carries 0.1186; number 21, C, carries -0.6125; number 22, C, carries -0.6007; number 23, C, carries -0.6069; number 24, C, carries -0.5888; number 25, C, carries -0.9965; number 26, C, carries -1.0086; number 27, C, carries 0.1551; number 28, C, carries -0.5830; number 29, C, carries -0.9844; number 30, C, carries 1.1397; number 31, N, carries 0.1514; number 32, C, carries -0.6874; number 33, C, carries -0.6159; number 34, C, carries -0.6381; number 35, C, carries -0.6116; number 36, C, carries -0.9990; number 37, C, carries -0.4064; number 38, C, carries 0.1158; number 39, H, carries 0.3684; number 40, H, carries 0.3389; number 41, H, carries 0.3386; number 42, H, carries 0.3176; number 43, H, carries 0.2058; number 44, H, carries 0.2880; number 45, H, carries 0.4371; number 46, H, carries 0.3091; number 47, H, carries 0.4905; number 48, H, carries 0.4766; number 49, H, carries 0.4943; number 50, H, carries 0.3549; number 51, H, carries 0.3634; number 52, H, carries 0.1266; number 53, H, carries 0.3130; number 54, H, carries 0.3716; number 55, H, carries 0.4258; number 56, H, carries 0.3675; number 57, H, carries 0.4163; number 58, H, carries 0.4406; number 59, H, carries 0.5794; number 60, H, carries 0.4727; number 61, H, carries 0.4423; number 62, H, carries 0.3089; number 63, H, carries 0.2848; number 64, H, carries 0.3283; number 65, H, carries 0.3041; number 66, H, carries 0.3045; number 67, H, carries 0.2942; number 68, H, carries 0.3105; number 69, H, carries 0.2860; number 70, H, carries 0.3007; number 71, H, carries 0.2546; number 72, H, carries 0.8889; number 73, H, carries 0.4820; number 74, H, carries 0.4107; number 75, H, carries 0.3463; number 76, H, carries 0.3236; number 77, H, carries 0.2814; number 78, H, carries 0.3195; number 79, H, carries 0.3083; number 80, H, carries 0.3064; number 81, H, carries 0.3287; number 82, H, carries 0.2816; number 83, H, carries 0.4099; number 84, H, carries 0.5977; number 85, H, carries 0.3911